# 1
Here is a cluster of 3 separate species, H3NOS in total at a distorted geometry from OMol25. Energies are from wB97M-V/def2-TZVPD.

Element x y z (Å)
1 N 0.71425 -0.47805 0.39789
2 O -0.87850 -0.59037 -1.60574
3 S 0.65309 -0.52360 -1.02468
4 H 0.13986 1.24102 1.97377
5 H 0.90068 1.66573 1.56915
6 H -1.52938 -1.31473 -1.31040

- energy relative to the best compared isomer or geometry (same formula, charge and spin) (eV) = 2.607
- 2S+1 = 1
- LUMO energy (eV) = -0.42
- HOMO-LUMO gap (eV) = 9.9

---

# 2
Here is the ion H3O with charge +1 at a distorted geometry from OMol25. Energies are from wB97M-V/def2-TZVPD.

Element x y z (Å)
1 O -0.13987 0.13147 -0.25346
2 H 0.20986 0.81043 0.38630
3 H -0.70351 -0.41542 0.35505
4 H 0.63352 -0.52647 -0.48789

- energy relative to the best compared isomer or geometry (same formula, charge and spin) (eV) = 0.174
- 2S+1 = 1
- net charge = +1
- LUMO energy (eV) = -5.98
- HOMO-LUMO gap (eV) = 17.8

---

# 3
Here is a cluster of 2 separate species, H3O2PS in total at a distorted geometry from OMol25. Energies are from wB97M-V/def2-TZVPD.

Element x y z (Å)
1 O 0.54713 1.96848 0.58002
2 P 0.96946 0.59815 0.24612
3 O 2.01258 0.17802 1.43236
4 H 2.28363 0.81120 1.99613
5 S -1.84690 -0.70939 -1.81438
6 H -1.37584 -1.68432 -1.57358
7 H -2.59006 -1.16215 -0.86667

- energy relative to the best compared isomer or geometry (same formula, charge and spin) (eV) = 2.407
- 2S+1 = 1
- structure (SMILES) = O=PO.S
- LUMO energy (eV) = -0.15
- HOMO-LUMO gap (eV) = 9.8